120
Properties=species:S:1:pos:R:3:forces:R:3:lowdin_charge:R:1 method="wB97M-V/def2-TZVPD" lumo_energy_ev=3.4 spin_multiplicity=1 total_charge=-2 fmax_ev_per_a=2.46 energy_ev=-111019.321 orbital_gap_ev=5.45
Sr -0.6700 0.7053 0.7058 1.568 -0.973 -0.817 1.56
O -2.4261 -1.3982 3.8759 0.011 0.120 -0.266 0.02
C -2.0802 -1.0316 2.7527 0.521 -0.118 0.067 -0.62
O -0.8898 -0.7620 2.3462 -1.181 -1.313 1.706 -0.32
C -3.1761 -0.9021 1.6773 0.154 0.051 -0.352 -0.19
C -4.4726 -1.2958 1.9649 -0.120 0.014 -0.065 -0.02
C -5.4223 -1.2323 0.9594 -0.032 0.030 -0.008 -0.07
C -5.0506 -0.7867 -0.3031 -0.047 -0.031 0.054 -0.06
C -3.7414 -0.3866 -0.5051 0.389 -0.069 0.365 -0.11
N -2.8192 -0.4323 0.4683 -1.403 -0.686 0.113 0.01
H -4.6893 -1.6530 2.9625 0.005 0.010 -0.036 0.12
H -6.4469 -1.5337 1.1550 0.066 -0.016 -0.032 0.10
H -5.7590 -0.7522 -1.1221 0.032 -0.007 0.050 0.10
H -3.3950 -0.0239 -1.4697 -0.002 -0.022 0.151 0.11
C 0.9493 5.0126 -6.5890 -0.018 0.026 0.066 -0.06
C 0.6887 5.4590 -5.1710 -0.041 0.016 -0.042 -0.27
C -0.3022 6.3901 -4.8779 -0.043 0.036 0.039 -0.05
C -0.5680 6.7651 -3.5623 0.118 -0.132 -0.057 -0.05
C 0.1789 6.2048 -2.5363 0.046 -0.002 -0.371 -0.28
C 1.1882 5.2834 -2.8088 0.054 0.106 0.032 -0.05
C 1.4322 4.9207 -4.1200 0.063 -0.058 -0.021 -0.03
S -0.2183 6.5668 -0.8585 -0.056 -0.082 0.125 0.60
O 1.0177 6.8340 -0.1798 0.035 0.121 0.042 -0.29
O -1.2826 7.5295 -0.8912 -0.045 0.259 0.038 -0.31
N -0.7985 5.2028 -0.2281 -0.489 -0.447 -0.075 -0.11
C -2.0685 4.6155 -0.7600 0.668 0.189 0.191 -0.16
C -1.8308 3.5942 -1.8716 -0.032 0.002 -0.076 -0.08
C -0.8036 2.5363 -1.4938 0.440 -0.486 -0.328 -0.65
O 0.3788 2.9350 -1.2857 -0.591 -0.358 0.042 -0.06
O -1.1766 1.3258 -1.4073 -0.253 1.333 -1.697 -0.21
H 0.3732 5.6041 -7.3017 0.018 -0.013 0.024 0.07
H 0.6725 3.9636 -6.7212 0.008 0.037 0.016 0.08
H 2.0077 5.1055 -6.8443 -0.039 0.004 0.019 0.08
H -0.8856 6.8207 -5.6867 0.037 -0.028 0.057 0.11
H -1.3515 7.4746 -3.3196 0.083 -0.072 -0.036 0.11
H 1.7518 4.8375 -1.9962 -0.084 0.094 -0.127 0.12
H 2.2048 4.1866 -4.3361 -0.134 0.159 0.038 0.09
H -0.0535 4.4944 -0.1945 -0.138 0.024 0.026 0.09
H -2.7002 5.4315 -1.1027 0.006 0.082 -0.023 0.11
H -2.5643 4.1287 0.0731 -0.018 -0.025 0.184 0.11
H -1.4581 4.1055 -2.7612 -0.051 -0.041 -0.091 0.11
H -2.7714 3.0977 -2.1038 -0.057 0.039 -0.048 0.12
F 6.4409 -4.0648 3.8269 0.126 -0.041 0.058 0.01
C 5.2282 -3.8869 3.2321 -0.049 -0.082 -0.003 -0.31
C 4.4268 -4.9915 3.0162 -0.157 -0.054 -0.050 -0.03
C 3.1888 -4.8010 2.4083 0.063 0.064 0.034 -0.12
C 2.7371 -3.5352 2.0115 0.228 0.083 -0.021 -0.35
C 3.5942 -2.4586 2.2621 0.016 -0.051 0.010 -0.13
C 4.8464 -2.6188 2.8738 -0.272 0.189 -0.146 -0.04
Sb 0.7483 -3.1566 0.9757 0.299 -0.262 -0.067 1.57
C -0.0732 -4.2980 2.6114 -0.168 -0.065 0.123 -0.37
C -0.0928 -3.6761 3.8657 -0.097 -0.028 -0.098 -0.11
C -0.5184 -4.3587 5.0017 0.065 0.193 -0.096 -0.01
C -0.9234 -5.6679 4.8648 0.026 0.044 0.004 -0.30
F -1.3360 -6.3439 5.9710 -0.053 -0.073 0.115 0.02
C -0.9303 -6.3209 3.6541 0.046 0.036 -0.188 -0.03
C -0.5024 -5.6211 2.5269 0.106 0.013 0.034 -0.13
C 1.2720 -4.7990 -0.3681 0.107 -0.159 -0.229 -0.35
C 0.3561 -5.7351 -0.8679 0.107 0.100 -0.052 -0.11
C 0.7266 -6.6895 -1.8152 -0.162 0.119 0.164 -0.01
C 2.0204 -6.6837 -2.2817 0.043 0.018 0.020 -0.30
F 2.3888 -7.6093 -3.2092 0.040 -0.095 -0.108 0.02
C 2.9575 -5.7707 -1.8531 0.033 0.208 0.136 -0.03
C 2.5705 -4.8321 -0.8954 -0.113 -0.138 0.092 -0.14
H 4.7716 -5.9734 3.3245 -0.029 0.067 -0.027 0.11
H 2.5579 -5.6705 2.2371 0.030 0.055 0.014 0.10
H 3.2829 -1.4535 1.9811 0.027 -0.085 0.029 0.07
H 5.5058 -1.7794 3.0721 -0.078 -0.060 -0.027 0.11
H 0.1981 -2.6321 3.9603 -0.063 -0.127 -0.031 0.10
H -0.5550 -3.8764 5.9725 -0.003 -0.036 -0.099 0.12
H -1.2679 -7.3487 3.5960 0.018 0.027 -0.009 0.11
H -0.4998 -6.1334 1.5715 -0.018 0.029 0.055 0.08
H -0.6826 -5.6992 -0.5534 0.056 0.042 -0.067 0.09
H 0.0122 -7.4047 -2.2082 0.046 0.059 0.047 0.11
H 3.9636 -5.7957 -2.2608 -0.100 0.013 0.053 0.11
H 3.3134 -4.1201 -0.5419 -0.072 -0.068 -0.024 0.09
N 1.7480 0.0934 0.2620 0.783 0.034 -0.280 0.12
C 2.3517 0.3377 -0.6839 0.332 0.037 -0.385 -0.11
C 3.1747 0.5785 -1.8576 -0.263 -0.119 0.401 -0.19
C 2.8829 1.6312 -2.7196 -0.064 0.104 -0.022 0.00
C 3.6991 1.8306 -3.8254 -0.033 -0.050 0.062 -0.07
C 4.7844 0.9969 -4.0628 0.011 -0.012 0.011 -0.09
C 5.0623 -0.0540 -3.1977 -0.056 0.000 0.044 -0.08
C 4.2552 -0.2689 -2.0907 0.059 -0.096 -0.001 -0.02
H 2.0234 2.2619 -2.4980 0.097 -0.077 -0.039 0.09
H 3.4849 2.6407 -4.5108 0.046 -0.059 0.009 0.08
H 5.4172 1.1648 -4.9277 -0.047 -0.012 0.041 0.10
H 5.9021 -0.7107 -3.3871 -0.022 0.016 0.012 0.10
H 4.4474 -1.0894 -1.4071 -0.005 0.074 -0.069 0.12
O -1.8630 2.4289 1.7071 0.161 1.222 0.738 -0.16
C -0.7661 2.9413 2.1011 -0.169 0.151 0.074 -0.64
O 0.3773 2.5130 1.7932 -0.240 1.138 0.724 -0.14
C -0.8498 4.1640 2.9906 -0.013 -0.166 -0.055 -0.11
C 0.2548 4.9878 3.1295 0.232 0.107 0.011 0.00
C 0.1928 6.1228 3.9278 0.052 -0.027 -0.036 -0.05
C -0.9732 6.4279 4.6089 0.123 0.141 0.026 -0.02
C -2.0586 5.5888 4.4587 -0.387 0.036 0.208 -0.13
C -2.0275 4.4661 3.6561 -0.196 -0.085 -0.029 0.07
N -3.3097 5.9189 5.2027 0.777 -0.171 -0.417 -0.36
O -4.2703 5.2104 5.0389 -0.479 -0.378 -0.117 0.08
O -3.2916 6.8834 5.9371 0.033 0.433 0.302 0.05
H 1.1622 4.7274 2.5938 -0.118 0.024 0.054 0.13
H 1.0543 6.7730 4.0162 -0.033 -0.020 -0.009 0.10
H -1.0550 7.2967 5.2429 0.009 0.032 0.017 0.11
H -2.8942 3.8294 3.5451 0.034 0.009 -0.019 0.13
C -0.0618 -2.2687 -2.3644 -0.067 -0.096 0.156 -0.07
C -1.2234 -3.0760 -1.8412 0.021 0.021 0.213 -0.43
C -2.2546 -3.6230 -2.5842 -0.281 -0.206 0.129 -0.11
C -3.1498 -4.2303 -1.6472 0.210 0.116 -0.239 -0.11
C -2.6008 -4.0051 -0.3939 0.195 0.090 0.105 -0.41
C -3.1811 -4.3800 0.9493 0.061 -0.048 -0.147 -0.05
N -1.4176 -3.3182 -0.5051 -0.250 0.014 0.094 -0.05
H -0.1055 -2.2431 -3.4545 0.001 0.007 -0.038 0.07
H 0.9122 -2.6919 -2.0846 -0.098 0.006 -0.028 0.04
H -0.0824 -1.2284 -2.0153 -0.041 -0.082 0.002 0.05
H -2.3529 -3.5809 -3.6641 -0.013 0.003 0.098 0.07
H -4.0786 -4.7538 -1.8550 0.099 0.113 -0.002 0.07
H -3.1883 -5.4657 1.1170 0.042 0.094 -0.003 0.06
H -4.2157 -4.0346 1.0416 0.047 -0.016 -0.039 0.06
H -2.6127 -3.9272 1.7643 -0.042 -0.011 -0.082 0.06